112
Properties=species:S:1:pos:R:3:lowdin_charge:R:1 method="wB97M-V/def2-TZVPD" multiplicity=5 fmax_ha_per_bohr=0.0088 e_homo_ev="-9.812 / -9.836" total_charge=+1 orbital_gap_ev="7.7 / 7.7" energy_ev=-234585.2240 s2=6.014
Cr -0.1851 -0.7273 0.4299 0.471
O 1.8386 -0.4218 0.4246 -0.380
P 2.9210 0.6136 0.3602 0.794
C 2.2967 2.1825 1.0631 -0.269
P 0.5329 2.5347 0.8038 0.786
O -0.3343 1.3023 0.8420 -0.431
C 0.3464 3.3605 -0.7751 -0.288
C -0.6520 2.9025 -1.6298 -0.067
C -0.8166 3.4965 -2.8729 -0.056
C 0.0107 4.5406 -3.2591 -0.057
C 0.9976 5.0086 -2.3989 -0.060
C 1.1628 4.4235 -1.1556 -0.072
C 0.0831 3.6923 2.0923 -0.266
C -1.2749 3.8205 2.3798 -0.056
C -1.6965 4.7336 3.3310 -0.056
C -0.7676 5.5258 3.9930 -0.058
C 0.5837 5.4055 3.7058 -0.062
C 1.0115 4.4899 2.7557 -0.075
C 3.5332 0.9100 -1.2940 -0.261
C 4.8485 0.6285 -1.6516 -0.068
C 5.2620 0.8118 -2.9627 -0.062
C 4.3666 1.2657 -3.9195 -0.054
C 3.0496 1.5379 -3.5710 -0.054
C 2.6359 1.3601 -2.2633 -0.084
C 4.2968 0.1740 1.4122 -0.293
C 4.3090 -1.0987 1.9731 -0.054
C 5.3573 -1.4734 2.8018 -0.053
C 6.3837 -0.5810 3.0698 -0.059
C 6.3696 0.6940 2.5153 -0.064
C 5.3270 1.0733 1.6881 -0.087
H 2.9072 3.0233 0.7271 0.077
H 2.4257 2.0824 2.1455 0.088
H -1.2904 2.0820 -1.3256 0.091
H -1.5957 3.1433 -3.5357 0.106
H -0.1164 5.0001 -4.2303 0.112
H 1.6348 5.8292 -2.6987 0.113
H 1.9283 4.8035 -0.4886 0.110
H -1.9940 3.2030 1.8582 0.084
H -2.7498 4.8293 3.5581 0.112
H -1.0984 6.2393 4.7356 0.113
H 1.3064 6.0208 4.2237 0.112
H 2.0706 4.4053 2.5479 0.101
H 5.5465 0.2449 -0.9199 0.109
H 6.2833 0.5879 -3.2392 0.114
H 4.6932 1.4023 -4.9417 0.113
H 2.3452 1.8798 -4.3175 0.113
H 1.6060 1.5675 -2.0037 0.084
H 3.4999 -1.7824 1.7552 0.098
H 5.3699 -2.4630 3.2381 0.113
H 7.1991 -0.8757 3.7167 0.112
H 7.1707 1.3884 2.7286 0.111
H 5.3272 2.0657 1.2509 0.113
F -4.3028 -0.2844 6.4427 0.156
C -3.9193 -0.3963 5.1804 -0.126
C -4.8504 -0.3299 4.1606 -0.127
F -6.1345 -0.1516 4.4389 0.151
C -4.4225 -0.4491 2.8484 -0.214
F -5.3586 -0.3771 1.9007 0.117
C -3.0874 -0.6251 2.5046 -0.270
P -2.6286 -0.8191 0.7368 1.105
C -3.5696 -2.2788 0.2136 -0.342
C -4.7975 -2.2117 -0.4418 -0.088
C -5.4299 -3.3779 -0.8405 -0.065
C -4.8505 -4.6124 -0.5759 -0.064
C -3.6362 -4.6824 0.0892 -0.059
C -2.9929 -3.5174 0.4784 -0.089
C -3.4127 0.5934 -0.0965 -0.355
C -3.5086 0.5202 -1.4852 -0.107
C -4.0221 1.5850 -2.2090 -0.072
C -4.4249 2.7422 -1.5561 -0.072
C -4.3215 2.8230 -0.1749 -0.064
C -3.8230 1.7511 0.5530 -0.098
C -2.1682 -0.7027 3.5569 -0.530
Br -0.3179 -1.0269 3.3183 0.953
C -2.5803 -0.5873 4.8727 -0.261
F -1.7125 -0.6596 5.8778 0.090
H -5.2640 -1.2570 -0.6432 0.105
H -6.3806 -3.3228 -1.3537 0.109
H -5.3463 -5.5202 -0.8931 0.110
H -3.1682 -5.6391 0.2802 0.107
H -2.0195 -3.5655 0.9454 0.085
H -3.1873 -0.3731 -2.0069 0.084
H -4.1101 1.5068 -3.2854 0.112
H -4.8251 3.5746 -2.1192 0.110
H -4.6454 3.7182 0.3404 0.111
H -3.7651 1.8221 1.6329 0.101
O 0.0173 -2.5858 0.0561 -0.322
C 0.3545 -3.1187 -1.1821 -0.580
C -0.4272 -2.3927 -2.2752 -0.473
C -0.1850 -1.1151 -2.7101 -0.179
C -1.1158 -0.6663 -3.6817 -0.185
C -2.0631 -1.6090 -3.9524 -0.408
S -1.8273 -3.0271 -3.0321 1.076
C 0.0660 -4.6150 -1.1572 -0.488
C -0.1315 -5.3623 -0.0353 -0.134
C -0.2324 -6.7540 -0.3053 -0.178
C -0.0927 -7.0351 -1.6288 -0.401
S 0.1792 -5.6190 -2.5481 1.043
C 1.8639 -2.9878 -1.4243 -0.459
C 2.8086 -3.3554 -0.5143 -0.129
C 4.1356 -3.2218 -0.9983 -0.177
C 4.1722 -2.7668 -2.2824 -0.410
S 2.6006 -2.4996 -2.8967 1.074
H 0.6756 -0.5478 -2.3873 0.073
H -1.0727 0.2983 -4.1673 0.102
H -2.8772 -1.5494 -4.6562 0.073
H -0.1798 -4.9185 0.9475 0.113
H -0.4037 -7.5081 0.4484 0.103
H -0.1423 -7.9946 -2.1162 0.066
H 2.5379 -3.7306 0.4628 0.125
H 5.0202 -3.4663 -0.4281 0.103
H 5.0366 -2.5835 -2.8989 0.066

109
Properties=species:S:1:pos:R:3:lowdin_charge:R:1 method="wB97M-V/def2-TZVPD" fmax_ha_per_bohr=0.2356 e_homo_ev=-10.820 total_charge=+1 orbital_gap_ev=7.6 energy_ev=-160126.3563
Ba 0.2737 -0.5712 -1.0258 1.693
F -2.1625 2.9440 -0.9514 -0.305
Ge -0.5659 2.0725 -0.3815 0.848
C 1.2600 1.8874 0.7812 -0.264
C 1.0509 2.6967 1.8964 -0.120
C 2.0731 3.1414 2.7139 -0.038
C 3.3798 2.7901 2.4234 -0.052
C 3.6341 1.9708 1.3405 -0.097
C 2.5946 1.5177 0.5278 -0.412
P 2.9975 0.3242 -0.7858 0.949
C 4.2864 -0.7885 -0.0657 -0.350
C 3.9240 -2.0891 0.2857 -0.111
C 4.8652 -2.9524 0.8200 -0.075
C 6.1781 -2.5356 0.9961 -0.068
C 6.5532 -1.2598 0.6182 -0.061
C 5.6155 -0.3929 0.0798 -0.089
C 3.9484 1.1816 -2.0715 -0.392
C 4.1762 0.4613 -3.2441 -0.118
C 4.8971 1.0337 -4.2742 -0.074
C 5.3976 2.3216 -4.1365 -0.067
C 5.1703 3.0386 -2.9740 -0.058
C 4.4404 2.4763 -1.9383 -0.077
C -1.6274 1.4342 1.2724 -0.285
C -2.5494 2.3742 1.7052 -0.114
C -3.2424 2.2464 2.8969 -0.056
C -3.0011 1.1608 3.7191 -0.057
C -2.0939 0.1987 3.3131 -0.095
C -1.4257 0.3089 2.0921 -0.385
P -0.3377 -1.1005 1.6727 0.914
C 0.6620 -1.3874 3.1925 -0.340
C 1.9003 -0.7518 3.2672 -0.088
C 2.6726 -0.8659 4.4090 -0.064
C 2.2335 -1.6439 5.4703 -0.071
C 1.0349 -2.3313 5.3748 -0.068
C 0.2449 -2.2012 4.2446 -0.088
C -1.3204 -2.6542 1.7021 -0.403
C -0.6078 -3.7765 1.2657 -0.131
C -1.2243 -5.0111 1.2064 -0.077
C -2.5634 -5.1397 1.5581 -0.075
C -3.2715 -4.0350 1.9923 -0.059
C -2.6508 -2.7941 2.0697 -0.080
C -0.5206 1.1370 -2.1111 -0.648
C 0.6120 1.2447 -2.8767 -0.238
C 0.7356 0.5565 -4.0718 -0.027
C -0.2623 -0.3240 -4.4594 -0.015
C -1.3278 -0.5530 -3.6030 -0.073
C -1.4445 0.1512 -2.4208 -0.656
P -2.4687 -0.4094 -1.0530 1.004
C -3.8529 0.7594 -1.0830 -0.392
C -4.0587 1.6023 -2.1666 -0.096
C -5.0963 2.5120 -2.1365 -0.057
C -5.9386 2.5715 -1.0385 -0.060
C -5.7474 1.7158 0.0355 -0.065
C -4.6959 0.8190 0.0210 -0.099
C -3.3349 -1.8862 -1.7341 -0.344
C -2.7472 -3.1455 -1.6138 -0.108
C -3.4741 -4.2792 -1.9309 -0.075
C -4.7821 -4.1758 -2.3794 -0.063
C -5.3565 -2.9263 -2.5357 -0.057
C -4.6398 -1.7916 -2.2086 -0.066
H 0.0478 3.0163 2.1493 0.099
H 1.8500 3.7703 3.5632 0.117
H 4.1949 3.1429 3.0371 0.112
H 4.6473 1.6620 1.1289 0.092
H 2.8747 -2.4250 0.0792 0.090
H 4.5782 -3.9580 1.0865 0.107
H 6.9075 -3.2185 1.3992 0.109
H 7.5765 -0.9391 0.7358 0.111
H 5.9349 0.5814 -0.2609 0.104
H 3.7664 -0.5461 -3.3211 0.108
H 5.0707 0.4867 -5.1883 0.108
H 5.9637 2.7650 -4.9405 0.109
H 5.5634 4.0392 -2.8748 0.112
H 4.2488 3.0475 -1.0416 0.102
H -2.7563 3.2357 1.0932 0.109
H -3.9498 3.0090 3.1866 0.114
H -3.5110 1.0631 4.6663 0.110
H -1.8822 -0.6502 3.9532 0.098
H 2.2413 -0.1797 2.4100 0.074
H 3.6200 -0.3525 4.4704 0.107
H 2.8313 -1.7262 6.3641 0.107
H 0.7138 -2.9745 6.1805 0.109
H -0.6830 -2.7523 4.1763 0.104
H 0.4457 -3.6467 0.9511 0.106
H -0.6681 -5.8756 0.8787 0.109
H -3.0416 -6.1041 1.4930 0.110
H -4.3117 -4.1287 2.2655 0.112
H -3.2127 -1.9411 2.4204 0.097
H 1.3980 1.9394 -2.6033 0.105
H 1.6042 0.7113 -4.6916 0.123
H -0.2116 -0.8262 -5.4127 0.125
H -2.0828 -1.2802 -3.8697 0.125
H -3.3877 1.5796 -3.0164 0.113
H -5.2312 3.1862 -2.9682 0.112
H -6.7427 3.2927 -1.0225 0.108
H -6.4104 1.7582 0.8883 0.110
H -4.5199 0.1648 0.8674 0.111
H -1.7104 -3.2428 -1.2579 0.091
H -3.0224 -5.2516 -1.8131 0.107
H -5.3506 -5.0633 -2.6109 0.110
H -6.3669 -2.8269 -2.9004 0.112
H -5.1061 -0.8226 -2.3183 0.104
F 1.5499 3.7430 -1.1826 0.045
C 0.2147 3.8845 -0.8422 -0.417
F 0.1998 4.7246 0.2186 0.094
C -0.4316 4.5972 -1.9993 -0.599
F -1.5075 5.2803 -1.6521 0.179
F 0.4128 5.4517 -2.6029 0.159
F -0.7787 3.7204 -2.9599 0.132

112
Properties=species:S:1:pos:R:3:lowdin_charge:R:1 method="wB97M-V/def2-TZVPD" fmax_ha_per_bohr=0.0122 e_homo_ev=-9.648 total_charge=+1 orbital_gap_ev=5.8 energy_ev=-226820.4704
Zr -0.3081 -0.3095 -0.1313 1.398
C -0.1991 9.5059 -2.5385 -0.071
O -1.2078 8.5102 -2.6014 -0.072
C -0.8810 7.2533 -2.2273 -0.279
C 0.3722 6.8705 -1.7612 -0.001
C 0.5913 5.5472 -1.3979 -0.024
C -0.4136 4.5971 -1.4942 -0.224
C -1.6644 4.9940 -1.9744 -0.026
C -1.9001 6.3038 -2.3338 0.019
C -0.1794 3.1792 -1.1022 -0.120
C 0.0237 2.8965 0.2485 -0.275
C 0.0501 3.8816 1.2842 0.026
C 0.3259 3.2373 2.4448 0.028
C 0.4663 1.8488 2.1337 -0.246
N 0.2338 1.6415 0.7860 -0.040
C 0.8515 0.8839 3.0587 -0.100
C 1.1125 -0.4443 2.7465 -0.281
C 1.5563 -1.4235 3.6878 0.033
C 1.6851 -2.5954 3.0194 0.034
C 1.3324 -2.3471 1.6568 -0.228
C 1.4263 -3.2881 0.6330 -0.063
C 1.7900 -4.6817 1.0098 -0.228
C 3.0356 -5.2031 0.6912 -0.023
C 3.3891 -6.4975 1.0526 -0.002
C 2.4770 -7.2880 1.7444 -0.279
O 2.7124 -8.5565 2.1469 -0.072
C 3.9662 -9.1355 1.8238 -0.071
C 1.2203 -6.7734 2.0685 0.017
C 0.8869 -5.4854 1.7064 -0.020
C 1.2403 -2.9899 -0.7099 -0.232
N 0.9011 -1.7560 -1.2342 -0.072
C 0.7770 -1.9466 -2.5944 -0.259
C 0.3607 -0.9976 -3.5210 -0.078
C 0.2743 -1.3971 -4.9520 -0.228
C 1.4151 -1.6885 -5.6853 -0.025
C 1.3367 -2.0471 -7.0256 -0.003
C 0.0911 -2.1191 -7.6417 -0.279
O -0.1044 -2.4563 -8.9361 -0.072
C 1.0360 -2.7444 -9.7282 -0.072
C -1.0629 -1.8295 -6.9109 0.018
C -0.9686 -1.4700 -5.5833 -0.015
C 0.0349 0.3169 -3.2024 -0.220
C -0.1744 1.3464 -4.1739 0.042
C -0.2916 2.5157 -3.5038 0.039
C -0.1742 2.2219 -2.1084 -0.245
N 0.0001 0.8604 -1.9334 -0.044
C 1.0663 -3.3109 -2.9229 0.036
C 1.3450 -3.9522 -1.7665 0.037
N 0.9745 -1.0248 1.4980 -0.074
C 1.0074 1.3068 4.4809 -0.238
C 2.1907 1.8618 4.9398 -0.019
C 2.3318 2.2607 6.2643 -0.002
C 1.2669 2.1007 7.1449 -0.280
O 1.2909 2.4543 8.4495 -0.073
C 2.4850 3.0243 8.9617 -0.071
C 0.0708 1.5400 6.6917 0.017
C -0.0520 1.1490 5.3752 -0.017
H -0.6622 10.4221 -2.8914 0.096
H 0.6447 9.2529 -3.1844 0.097
H 0.1509 9.6472 -1.5132 0.097
H 1.1806 7.5818 -1.6811 0.106
H 1.5718 5.2541 -1.0417 0.128
H -2.4591 4.2631 -2.0681 0.111
H -2.8658 6.6194 -2.7041 0.125
H -0.1056 4.9362 1.1356 0.122
H 0.4478 3.6569 3.4292 0.125
H 1.7582 -1.2246 4.7269 0.127
H 2.0207 -3.5426 3.4061 0.125
H 3.7527 -4.5903 0.1582 0.128
H 4.3697 -6.8690 0.7944 0.106
H 3.9384 -10.1460 2.2197 0.095
H 4.7866 -8.5855 2.2905 0.097
H 4.1153 -9.1734 0.7421 0.097
H 0.5214 -7.4039 2.6007 0.124
H -0.0918 -5.0938 1.9573 0.126
H 2.3870 -1.6256 -5.2104 0.128
H 2.2445 -2.2590 -7.5707 0.105
H 0.6588 -2.9792 -10.7188 0.095
H 1.5825 -3.6049 -9.3350 0.096
H 1.7025 -1.8807 -9.7873 0.097
H -2.0216 -1.8951 -7.4066 0.125
H -1.8668 -1.2490 -5.0190 0.129
H -0.1794 1.1897 -5.2390 0.127
H -0.4157 3.5019 -3.9169 0.126
H 1.0337 -3.7226 -3.9168 0.124
H 1.5882 -4.9918 -1.6300 0.124
H 3.0237 1.9897 4.2588 0.129
H 3.2667 2.6897 6.5924 0.106
H 2.2919 3.2273 10.0106 0.096
H 2.7265 3.9588 8.4498 0.097
H 3.3222 2.3281 8.8745 0.097
H -0.7448 1.4223 7.3917 0.125
H -0.9811 0.7109 5.0287 0.115
Br -2.2401 -1.8238 -1.0164 0.151
C -4.2255 1.0573 -1.3333 -0.455
Br -2.9217 1.6792 -0.2130 1.047
H -5.0202 1.7896 -1.4121 -0.033
H -4.4735 0.0247 -1.1214 -0.071
Cl -1.8729 -0.8576 2.2463 0.763
C -3.6248 -0.7179 2.1610 -0.562
C -4.3565 -1.8826 2.2422 -0.094
C -5.7435 -1.7963 2.2191 -0.056
C -6.3572 -0.5589 2.1095 -0.054
C -5.5917 0.5965 2.0202 -0.028
C -4.2013 0.5454 2.0605 -0.362
C -3.3900 1.7562 1.8358 -0.284
H -3.8525 -2.8357 2.3158 0.113
H -6.3345 -2.6995 2.2806 0.114
H -7.4356 -0.4867 2.0845 0.113
H -6.0776 1.5592 1.9257 0.122
H -2.4408 1.8077 2.3654 0.047
H -3.9531 2.6777 1.9440 0.078

113
Properties=species:S:1:pos:R:3:lowdin_charge:R:1 method="wB97M-V/def2-TZVPD" multiplicity=4 fmax_ha_per_bohr=0.0687 e_homo_ev="-3.934 / -3.250" total_charge=-1 orbital_gap_ev="6.3 / 4.2" energy_ev=-141911.1218 s2=3.813
Co 1.7785 -1.0974 0.2024 0.213
S 2.3164 -5.3270 -1.1521 0.968
C 2.2006 -5.5145 0.5394 -0.475
C 2.1042 -4.3383 1.1737 -0.260
C 1.9232 -3.1718 0.3215 -0.209
C 1.9765 -3.6159 -1.0053 -0.523
C 1.8289 -2.7820 -2.1671 -0.322
C 1.6846 -3.3124 -3.3973 -0.070
C 1.4791 -2.3829 -4.4443 -0.063
C 1.5948 -1.0506 -4.2535 -0.017
C 1.7079 -0.5742 -2.9245 -0.321
N 1.8239 -1.4280 -1.9256 0.128
H 2.4361 -6.4743 0.9678 0.048
H 1.9891 -4.2407 2.3033 0.095
H 1.7415 -4.3670 -3.5079 0.073
H 1.2156 -2.8183 -5.4105 0.109
H 1.6198 -0.2397 -4.9425 0.099
H 1.7051 1.0337 -1.5986 0.146
O 0.2651 3.0543 -0.4100 0.020
C 0.1000 2.7969 0.9095 -0.374
C 0.4861 1.2656 1.2057 -0.655
O 0.6854 0.9797 2.3671 0.011
O 0.5680 0.5780 0.1980 -0.076
C 1.1516 3.7315 1.6156 -0.091
C 1.0536 3.8705 2.9906 -0.037
C 1.9978 4.5510 3.7002 -0.103
C 3.1470 5.0520 3.1113 -0.086
C 3.1864 4.9688 1.6977 -0.099
C 2.2572 4.3028 0.9487 -0.032
C -1.2679 3.0571 1.3909 -0.135
C -2.0205 2.2057 2.2012 -0.005
C -3.3123 2.5646 2.5880 -0.105
C -3.8794 3.7001 2.1689 -0.140
C -3.2226 4.5462 1.2873 -0.079
C -1.9545 4.1705 0.7729 0.013
H -0.1732 2.3777 -0.8934 0.054
H 0.2102 3.4192 3.5135 0.123
H 1.8863 4.6971 4.7631 0.096
H 3.8926 5.6167 3.6639 0.092
H 4.0521 5.3785 1.1268 0.108
H 2.2773 4.2587 -0.0784 0.084
H -1.5881 1.2678 2.6709 0.126
H -3.8816 1.9472 3.3208 0.110
H -4.7735 4.0274 2.6728 0.097
H -3.6379 5.4754 0.7784 0.114
H -1.4221 4.6953 0.0038 0.105
C 3.9282 0.9708 1.9250 -0.345
S 4.0271 -0.0256 0.3919 0.808
C 4.9094 -1.5167 0.7569 -0.413
H 4.8607 1.3920 2.2497 0.024
H 3.5124 0.4185 2.7463 0.034
H 3.1400 1.7099 1.6242 0.027
H 4.4179 -2.2321 1.4115 0.033
H 5.8032 -1.2779 1.2382 0.004
H 5.0341 -2.0262 -0.1875 0.038
F -2.5371 -7.8050 5.1010 0.027
C -2.1983 -6.5529 4.6587 -0.271
C -0.9496 -6.0527 4.9143 -0.027
C -0.6615 -4.8648 4.3070 -0.145
C -1.5644 -4.1739 3.5051 -0.383
C -2.8315 -4.6748 3.2670 -0.119
C -3.1246 -5.8753 3.8955 -0.026
Sb -0.9556 -2.3329 2.4767 1.538
C -1.3185 -3.0289 0.4396 -0.366
C -1.2761 -2.0299 -0.5545 -0.158
C -1.3801 -2.3547 -1.8929 -0.005
C -1.4518 -3.7113 -2.1894 -0.279
F -1.5188 -4.0455 -3.4869 0.053
C -1.6171 -4.7051 -1.2479 -0.030
C -1.5042 -4.3544 0.0433 -0.126
C -2.9832 -1.5974 2.6294 -0.422
C -3.5151 -1.2337 3.8606 -0.141
C -4.7735 -0.7016 3.9518 -0.033
C -5.5111 -0.4333 2.7853 -0.339
F -6.6190 0.2385 2.9332 0.085
C -5.0579 -0.7935 1.5279 0.025
C -3.7784 -1.4501 1.5011 -0.090
H -0.1532 -6.5723 5.3594 0.103
H 0.3445 -4.4796 4.4821 0.095
H -3.6260 -4.1576 2.6938 0.116
H -4.0845 -6.3594 3.7472 0.115
H -1.1979 -0.9584 -0.3133 0.094
H -1.4491 -1.5876 -2.6586 0.112
H -1.6483 -5.7431 -1.5179 0.118
H -1.4208 -5.2094 0.7206 0.111
H -2.9450 -1.4859 4.7742 0.112
H -5.2484 -0.3268 4.8132 0.100
H -5.5840 -0.4603 0.6981 0.089
H -3.3823 -1.6532 0.5329 0.065
N 1.6542 0.7613 -2.6357 0.101
C 1.1557 1.8573 -3.5119 -0.106
C -0.2430 1.8944 -3.7549 -0.177
C -1.0963 1.2285 -2.8872 -0.040
C -2.4588 1.3834 -3.0253 -0.080
C -3.0071 2.0811 -4.0897 -0.075
C -2.1282 2.4442 -5.1279 -0.106
C -0.8058 2.3996 -4.9611 -0.053
C 2.1262 2.8559 -3.8925 -0.173
C 1.7827 4.1413 -4.3599 -0.028
C 2.7435 5.0964 -4.6836 -0.068
C 4.1029 4.7184 -4.6117 -0.094
C 4.4298 3.5375 -3.9549 -0.091
C 3.4585 2.5808 -3.6819 -0.036
H -0.7616 0.7998 -1.9398 0.100
H -3.2181 1.0622 -2.2848 0.119
H -4.1005 2.1280 -4.2593 0.109
H -2.4645 2.8763 -6.0413 0.094
H -0.0388 2.6694 -5.7399 0.137
H 0.7664 4.3843 -4.4819 0.088
H 2.4718 6.0856 -5.0049 0.094
H 4.8885 5.3612 -4.9647 0.088
H 5.4946 3.2352 -3.8286 0.113
H 3.9286 1.6775 -3.2554 0.125